[1]
Entry from the Open Molecules 2025 dataset: a structure of composition C4H11NO3 in a non-equilibrium geometry (ωB97M-V with the def2-TZVPD basis set).

Output
Energy (hartree): -439.311169
Kohn-Sham gap (spin up / spin down) (Ha): 0.271 / 0.271
Highest occupied orbital energy (spin up / spin down) (Eh): -0.251 / -0.251
Energy above the lowest of the compared OMol25 structures with the same formula, charge and spin (kJ/mol): 563.8

```
19
Properties=species:S:1:pos:R:3:forces:R:3
O 0.082288 1.928134 0.127762 -0.198 -0.241 0.087
O -1.880402 1.124445 -1.248617 -0.085 -0.084 -0.001
O 0.252410 0.505872 1.856615 -0.093 0.012 -0.565
N 2.381133 0.093502 -0.122360 -0.621 -0.702 -0.495
C 0.569301 -1.829568 0.140558 -0.184 0.098 -0.015
C 0.207806 0.674141 0.534046 -1.720 -0.252 -0.181
C -1.765645 -0.078507 -0.451636 -0.196 0.675 0.524
C 0.508168 -0.402961 -0.328469 3.322 0.640 0.665
H 1.453669 -2.298621 -0.285860 -0.043 0.066 -0.035
H -1.985301 -0.949837 -1.069357 0.233 -0.057 0.026
H 0.642769 -1.880121 1.225605 -0.005 0.040 -0.026
H -0.606638 1.937995 -0.604759 0.058 -0.129 0.128
H -0.315469 -2.381965 -0.171857 -0.024 0.008 0.001
H -2.798381 1.385925 -1.390335 0.161 -0.041 0.069
H 0.484059 -0.182880 -1.382420 -0.139 0.011 0.008
H 2.688714 0.002390 0.845493 -0.188 -0.038 -0.078
H -0.029348 1.332219 2.274022 0.063 0.006 -0.077
H -2.410968 -0.050367 0.428903 -0.161 0.088 -0.070
H 2.521834 1.070203 -0.377339 -0.181 -0.099 0.034
```
Forces are in eV/Å.

Results of the Löwdin charge analysis, in e, for atoms 1 through 5: O 0.09; O -0.16; O 0.13; N -0.02; C -0.06

***

[2]
Entry from the Open Molecules 2025 dataset: a cluster of 2 separate species, C4H11NO3 in total in a non-equilibrium geometry (ωB97M-V with the def2-TZVPD basis set).

Output
Energy (hartree): -439.445047
Kohn-Sham gap (Ha): 0.338
SMILES: CN[C@H](C)C(=O)O.O
Highest occupied orbital energy (Eh): -0.328
Energy above the lowest of the compared OMol25 structures with the same formula, charge and spin (kJ/mol): 212.3

```
19
Properties=species:S:1:pos:R:3:forces:R:3
O 1.034524 -0.165447 -1.506773 -0.163 2.685 2.587
O 0.089789 -2.059843 -1.082881 -1.568 0.064 0.490
O 1.800339 2.082061 -1.042926 0.841 0.541 0.886
N 0.015737 -0.111826 1.486161 -0.493 0.874 0.026
C -0.703442 -0.107845 0.211847 -0.195 -0.510 -0.244
C -2.153192 -0.625414 0.254848 0.684 1.063 -0.359
C 0.080628 -0.873180 -0.856477 2.832 -1.262 -0.208
C -0.410119 0.901333 2.483815 -0.498 -0.025 -0.447
H 2.443783 1.572235 -1.555327 0.126 0.803 -0.431
H -0.631041 0.904252 -0.208141 -0.592 0.160 0.570
H 1.484786 2.856220 -1.513816 0.089 -0.139 -0.348
H -2.740713 0.122112 0.797147 -0.283 -0.135 -0.399
H 1.251637 0.768150 -0.902467 -1.483 -2.917 -2.287
H -1.425094 0.943215 2.945718 0.133 -1.231 -0.382
H -0.454843 1.900917 2.024966 1.046 -0.186 0.034
H 0.124091 -1.030063 1.900174 -0.253 0.028 -0.211
H -2.219307 -1.543478 0.815328 0.093 -0.492 -0.084
H 0.288562 0.777807 3.303033 0.171 0.665 0.117
H -2.444894 -0.763403 -0.801471 -0.486 0.016 0.689
```
Forces are in eV/Å.

Results of the Löwdin charge analysis, in e, for atoms 1 through 5: O -0.01; O 0.10; O 0.00; N -0.06; C -0.35

***

[3]
Entry from the Open Molecules 2025 dataset: a cluster of 2 separate species, C4H11NO3 in total in a non-equilibrium geometry (ωB97M-V with the def2-TZVPD basis set).

Output
Net charge: +1
Energy (hartree): -438.917216
Kohn-Sham gap (spin up / spin down) (Ha): 0.203 / 0.196
Expectation value of S²: 0.7543
Highest occupied orbital energy (spin up / spin down) (Eh): -0.510 / -0.504
Multiplicity: 2
Energy above the lowest of the compared OMol25 structures with the same formula, charge and spin (kJ/mol): 723.2

```
19
Properties=species:S:1:pos:R:3:forces:R:3
O 2.374626 2.525226 -1.727375 -3.598 -1.344 -0.296
O 0.956414 1.982226 0.206899 2.744 0.229 -0.039
O 0.017060 -0.854309 1.851665 -1.405 2.268 -1.812
N -2.138105 -1.149699 1.089062 -0.332 -1.167 -0.412
C -0.790436 0.467362 0.091676 -2.637 2.324 -2.688
C 0.488728 0.908616 -0.500874 -0.757 1.305 0.677
C -0.808797 -0.913559 0.654947 1.933 0.262 2.018
C -0.213383 -1.847778 -0.393200 -3.809 2.310 -0.415
H -1.642415 0.677402 -0.691955 1.371 -1.113 1.088
H 0.512879 -1.602532 2.053491 1.254 -2.338 0.413
H -1.183710 1.254132 0.804758 0.652 -1.362 0.262
H -2.360000 -1.857701 0.424434 -2.030 -0.867 -0.076
H 3.226384 2.813821 -1.810705 4.245 1.616 -0.461
H 1.162138 0.115299 -0.598457 1.842 -2.127 0.382
H 1.841775 2.157176 -0.318623 -2.030 0.275 1.559
H -2.004403 -1.598883 1.982636 -0.555 -0.266 0.395
H -0.618832 -2.262867 -1.352179 -0.346 0.517 1.062
H 0.757500 -2.022799 -0.273492 4.202 -1.027 0.592
H 0.422577 1.208867 -1.492707 -0.743 0.505 -2.248
```
Forces are in eV/Å.

Results of the Löwdin charge analysis, in e, for atoms 1 through 5: O 0.15; O -0.02; O 0.07; N 0.15; C -0.09